1.
Here is a molecular structure, C10H16N4O4 at a distorted geometry from the Open Molecules 2025 dataset. Energies are from wB97M-V/def2-TZVPD.

The value obtained for the LUMO energy is 0.1 eV. The value obtained for the calculated total energy is -24772.745 eV. The HOMO-LUMO gap is 8.8 eV. The net charge is 0. As for the energy above the lowest of the compared OMol25 structures with the same formula, charge and spin: 205.39 kcal per mole. The value obtained for the highest occupied orbital energy is -8.8 eV.

Last column: Löwdin charge in e.
Geometry (Å):
C 1.93 1.71 -1.26  -0.12
C 1.50 0.79 -0.08  -0.32
C 0.62 2.60 -1.50  -0.34
C 1.04 3.79 -2.47  -0.09
C -0.09 -0.67 0.77  -0.30
C 0.49 -1.99 0.23  -0.31
C -1.67 -0.85 0.97  -0.06
C -1.97 -1.98 2.00  -0.35
C -2.05 -3.34 1.92  0.00
C -2.88 -2.42 3.94  -0.09
H 3.07 0.62 -3.03  0.09
H 2.56 1.77 -3.66  0.07
H 2.62 2.50 -0.96  0.13
H 0.22 2.68 -0.49  0.13
H 0.26 1.86 -3.44  0.23
H 1.26 4.83 -1.90  0.12
H 1.60 3.44 -3.38  0.06
H 0.02 4.03 -3.08  0.11
H -0.19 0.40 -1.16  0.21
H 0.36 -0.50 1.65  0.11
H -1.96 0.12 1.50  0.11
H -2.47 -0.87 -0.09  0.20
H -2.10 -4.19 1.26  0.11
H -3.07 -2.32 5.08  0.13
H -2.55 -4.50 3.78  0.08
H 2.21 -1.30 1.17  0.12
N 2.18 1.19 -2.83  -0.02
N 0.22 0.32 -0.11  0.09
N -2.45 -1.39 3.13  0.05
N -2.39 -3.68 3.29  0.04
O 2.27 0.55 0.97  -0.04
O -0.37 1.82 -2.38  -0.22
O -0.04 -2.86 -0.58  0.03
O 1.83 -2.16 0.72  0.02



2.
Here is 2 unconnected molecules or ions with the total composition C4H11OS at a distorted geometry from the Open Molecules 2025 dataset. Energies are from wB97M-V/def2-TZVPD.

The value obtained for the LUMO energy is 3.5 eV. The value obtained for the calculated total energy is -17208.246 eV. The HOMO-LUMO gap is 6.0 eV. The net charge is -1. As for the energy above the lowest of the compared OMol25 structures with the same formula, charge and spin: 44.98 kcal per mole. The value obtained for the highest occupied orbital energy is -2.5 eV.

Last column: Löwdin charge in e.
Geometry (Å):
C 2.04 -0.65 -1.40  -0.38
O 1.17 -0.62 -0.27  -0.47
H 1.55 -0.55 -2.39  0.03
H 2.85 0.12 -1.32  0.03
H 2.53 -1.64 -1.43  0.02
C -0.19 1.72 0.43  -0.20
C -1.24 0.83 -0.25  -0.59
S -2.28 -0.14 0.88  0.71
C -1.13 -1.44 1.32  -0.46
H 0.01 2.64 -0.16  0.06
H 0.72 1.16 0.62  0.03
H -0.58 2.10 1.38  0.04
H -0.67 0.12 -0.91  0.06
H -1.94 1.44 -0.84  0.05
H -0.92 -2.09 0.47  0.03
H -0.28 -0.97 1.79  0.02
H -1.64 -2.04 2.10  0.01



3.
Here is C21H22Cl2N2OS in the gas phase at a distorted geometry from the Open Molecules 2025 dataset. Energies are from wB97M-V/def2-TZVPD.

The value obtained for the LUMO energy is 0.6 eV. The value obtained for the calculated total energy is -63041.687 eV. The HOMO-LUMO gap is 8.8 eV. The SMILES is Clc1cccc(C2CCN(CCCOc3ccc4scnc4c3)CC2)c1Cl. The net charge is 0. The value obtained for the highest occupied orbital energy is -8.2 eV.

Last column: Löwdin charge in e.
Geometry (Å):
Cl -5.48 -2.56 -4.70  0.65
Cl -4.45 -3.34 -1.89  0.67
N 3.86 0.25 -1.13  0.04
O 1.64 2.52 2.68  -0.06
S 6.13 1.63 -1.15  1.01
C 5.02 0.36 -1.74  -0.41
C -2.58 0.13 -4.20  -0.06
C -3.60 -0.67 -4.77  -0.12
C 3.80 3.17 1.91  0.01
C 2.67 1.38 0.72  0.05
C 4.87 3.00 1.01  -0.08
C -2.12 -0.13 -2.92  -0.03
C -4.14 -1.69 -4.02  -0.68
C -3.65 -2.02 -2.75  -0.57
C 3.80 1.20 -0.12  -0.32
C 2.67 2.32 1.76  -0.25
C 4.92 2.03 0.00  -0.53
C -2.61 -1.23 -2.21  -0.19
N -0.84 -0.79 1.76  -0.18
C 0.50 1.65 2.68  -0.18
C -0.33 -0.78 3.16  -0.17
C -0.09 -1.59 0.76  -0.18
C -2.31 -0.91 1.61  -0.18
C 0.81 0.27 3.30  -0.15
C -0.55 -1.28 -0.67  -0.13
C -2.77 -0.69 0.18  -0.15
C -2.05 -1.57 -0.83  -0.30
H 5.24 -0.26 -2.61  0.08
H -2.20 0.98 -4.74  0.10
H -3.90 -0.42 -5.78  0.11
H 3.79 3.93 2.72  0.13
H 1.84 0.71 0.52  0.10
H 5.72 3.66 1.09  0.10
H -1.37 0.52 -2.49  0.11
H 0.10 1.57 1.68  0.10
H -0.31 2.11 3.28  0.13
H 0.01 -1.80 3.43  0.12
H -1.14 -0.51 3.84  0.12
H 0.98 -1.48 0.88  0.11
H -0.28 -2.64 1.03  0.12
H -2.58 -1.89 1.97  0.11
H -2.85 -0.19 2.26  0.13
H 1.01 0.39 4.40  0.12
H 1.76 -0.10 2.86  0.10
H 0.06 -1.89 -1.34  0.12
H -0.30 -0.20 -0.83  0.12
H -3.84 -0.92 0.12  0.12
H -2.63 0.38 -0.10  0.14
H -2.22 -2.63 -0.61  0.12



4.
Here is 9 unconnected molecules or ions with the total composition C45H111N9O3 at a distorted geometry from the Open Molecules 2025 dataset. Energies are from wB97M-V/def2-TZVPD.

The value obtained for the LUMO energy is 0.5 eV. The value obtained for the calculated total energy is -68012.153 eV. The HOMO-LUMO gap is 8.5 eV. The SMILES is CCN(CC)CC.CCN(CC)CC.CCN(CC)CC.CCN(CC)CC.CCN(CC)CC.CCN(CC)CC.CN(C)C=O.CN(C)C=O.CN(C)C=O. The net charge is 0. As for the energy above the lowest of the compared OMol25 structures with the same formula, charge and spin: 118.28 kcal per mole. The value obtained for the highest occupied orbital energy is -8.0 eV.

Last column: Löwdin charge in e.
Geometry (Å):
C 4.21 -1.39 6.04  -0.09
C 4.05 -0.22 5.06  -0.25
N 2.64 0.02 4.67  -0.19
C 2.62 1.20 3.73  -0.25
C 1.28 1.36 3.10  -0.10
C 1.62 0.12 5.71  -0.22
C 1.83 1.41 6.68  -0.05
H 3.71 -1.26 7.00  0.06
H 5.27 -1.52 6.27  0.07
H 3.84 -2.32 5.60  0.06
H 4.47 0.71 5.44  0.10
H 4.65 -0.50 4.19  0.11
H 3.00 2.08 4.26  0.10
H 3.31 0.99 2.91  0.11
H 0.90 0.47 2.61  0.07
H 0.46 1.66 3.76  0.07
H 1.41 2.18 2.39  0.06
H 1.61 -0.81 6.28  0.09
H 0.66 0.03 5.20  0.09
H 2.74 1.25 7.25  0.06
H 1.06 1.41 7.45  0.06
H 1.82 2.40 6.21  0.06
C 2.94 1.57 -4.97  -0.09
C 4.25 2.42 -4.82  -0.22
N 5.46 1.58 -4.60  -0.17
C 6.67 2.29 -4.87  -0.28
C 7.01 2.42 -6.41  -0.07
C 5.42 0.92 -3.22  -0.23
C 6.42 -0.18 -2.87  -0.08
H 2.08 2.14 -5.32  0.07
H 2.67 0.95 -4.11  0.04
H 3.03 0.79 -5.73  0.06
H 4.38 3.04 -5.71  0.10
H 4.07 3.17 -4.05  0.10
H 6.84 3.23 -4.33  0.11
H 7.50 1.77 -4.39  0.09
H 7.18 1.44 -6.85  0.06
H 6.17 2.80 -6.99  0.05
H 7.90 2.99 -6.67  0.06
H 4.44 0.55 -2.91  0.09
H 5.59 1.77 -2.56  0.10
H 6.15 -1.06 -3.46  0.07
H 6.30 -0.50 -1.84  0.07
H 7.42 0.20 -3.05  0.06
C -4.61 1.33 4.84  -0.08
C -3.78 0.15 4.28  -0.21
N -4.40 -1.23 4.45  -0.18
C -4.07 -2.23 3.36  -0.21
C -4.54 -1.81 1.95  -0.09
C -4.28 -1.77 5.82  -0.25
C -2.92 -2.44 6.17  -0.09
H -5.27 1.01 5.65  0.06
H -5.36 1.75 4.17  0.06
H -4.00 2.19 5.11  0.07
H -3.55 0.25 3.22  0.07
H -2.80 0.05 4.72  0.10
H -2.99 -2.23 3.53  0.09
H -4.51 -3.23 3.41  0.12
H -4.24 -0.82 1.60  0.02
H -4.33 -2.63 1.27  0.07
H -5.62 -1.69 2.04  0.08
H -5.10 -2.47 6.00  0.10
H -4.41 -0.98 6.56  0.10
H -2.25 -1.59 6.26  0.06
H -2.59 -3.15 5.41  0.05
H -2.93 -2.94 7.15  0.07
C -1.86 -0.97 -4.51  -0.10
C -1.85 -1.97 -5.64  -0.26
N -0.62 -2.87 -5.60  -0.13
C 0.61 -2.09 -5.75  -0.28
C 1.91 -2.72 -5.19  -0.07
C -0.68 -3.74 -6.86  -0.26
C -1.82 -4.69 -6.89  -0.10
H -2.92 -0.75 -4.37  0.07
H -1.29 -0.09 -4.81  0.07
H -1.45 -1.44 -3.62  0.06
H -2.75 -2.57 -5.52  0.09
H -2.01 -1.54 -6.63  0.11
H 0.58 -1.08 -5.35  0.09
H 0.72 -1.85 -6.81  0.10
H 2.77 -2.12 -5.50  0.06
H 2.05 -3.75 -5.54  0.06
H 1.97 -2.77 -4.11  0.06
H -0.67 -3.09 -7.74  0.10
H 0.33 -4.14 -6.98  0.10
H -2.80 -4.21 -6.91  0.06
H -1.84 -5.31 -7.79  0.08
H -1.88 -5.23 -5.95  0.08
C -0.72 4.93 1.06  -0.08
C 0.60 5.71 0.79  -0.24
N 1.74 4.79 0.55  -0.16
C 2.95 5.69 0.60  -0.26
C 3.26 6.36 1.94  -0.11
C 1.70 3.95 -0.74  -0.22
C 2.59 2.74 -0.68  -0.09
H -1.59 5.60 1.03  0.06
H -0.60 4.37 1.98  0.07
H -1.04 4.18 0.33  0.04
H 0.42 6.41 -0.02  0.11
H 0.95 6.21 1.69  0.09
H 3.78 5.00 0.44  0.10
H 2.98 6.44 -0.19  0.11
H 4.32 6.60 2.09  0.07
H 2.82 7.35 2.11  0.06
H 2.92 5.74 2.77  0.08
H 1.88 4.60 -1.59  0.11
H 0.65 3.74 -0.95  0.09
H 2.68 2.31 -1.68  0.05
H 2.29 1.89 -0.08  0.05
H 3.64 3.02 -0.54  0.07
C -6.20 0.87 -1.68  -0.08
C -4.74 1.39 -1.62  -0.25
N -4.38 2.45 -0.68  -0.17
C -4.49 2.05 0.67  -0.32
C -4.16 3.10 1.70  -0.05
C -5.17 3.69 -1.00  -0.23
C -4.34 4.93 -0.79  -0.10
H -6.96 1.65 -1.73  0.06
H -6.41 0.45 -0.70  0.05
H -6.34 0.12 -2.46  0.07
H -4.15 0.49 -1.42  0.10
H -4.49 1.60 -2.66  0.10
H -5.41 1.50 0.86  0.11
H -3.85 1.20 0.91  0.07
H -3.86 2.58 2.61  0.05
H -3.40 3.78 1.30  0.05
H -5.14 3.51 1.90  0.09
H -6.12 3.66 -0.47  0.12
H -5.50 3.60 -2.04  0.11
H -4.66 5.75 -1.44  0.07
H -3.32 4.76 -1.14  0.07
H -4.30 5.31 0.23  0.06
C -0.97 -1.17 0.88  -0.35
O -0.37 -2.19 1.28  -0.03
N -0.49 -0.43 -0.08  -0.13
C -0.75 1.05 -0.16  -0.03
C 0.80 -0.78 -0.77  -0.03
H -1.90 -0.79 1.34  0.12
H 0.17 1.50 0.20  0.06
H -1.72 1.35 0.25  0.07
H -0.89 1.42 -1.17  0.09
H 0.68 -1.61 -1.46  0.07
H 1.16 -0.12 -1.56  0.07
H 1.59 -1.00 -0.05  0.09
C 1.93 -4.84 2.10  -0.33
O 2.19 -5.64 1.19  -0.02
N 1.63 -5.17 3.37  -0.18
C 1.99 -6.44 4.01  -0.04
C 0.93 -4.20 4.21  -0.06
H 1.86 -3.76 1.91  0.13
H 1.06 -6.97 4.19  0.08
H 2.52 -6.38 4.97  0.09
H 2.50 -7.07 3.28  0.08
H 0.49 -3.28 3.82  0.07
H 0.11 -4.80 4.62  0.09
H 1.53 -3.69 4.97  0.07
C -2.43 -6.48 -1.72  -0.29
O -3.66 -6.69 -1.97  -0.05
N -1.82 -5.29 -1.96  -0.18
C -0.42 -5.11 -1.89  -0.07
C -2.71 -4.12 -2.23  -0.03
H -1.70 -7.21 -1.35  0.14
H -0.14 -4.97 -0.85  0.09
H -0.14 -4.17 -2.36  0.07
H 0.11 -5.91 -2.40  0.10
H -2.79 -3.49 -1.35  0.08
H -2.42 -3.40 -2.99  0.05
H -3.74 -4.33 -2.51  0.08



5.
Here is C5H12N2O in the gas phase at a distorted geometry from the Open Molecules 2025 dataset. Energies are from wB97M-V/def2-TZVPD.

The value obtained for the LUMO energy is 0.9 eV. The value obtained for the calculated total energy is -10404.757 eV. The HOMO-LUMO gap is 10.2 eV. The SMILES is CCN(C=O)CCN. The net charge is 0. As for the energy above the lowest of the compared OMol25 structures with the same formula, charge and spin: 84.57 kcal per mole. The value obtained for the highest occupied orbital energy is -9.3 eV.

Last column: Löwdin charge in e.
Geometry (Å):
C 1.23 1.94 -0.43  -0.28
N 0.32 0.91 -0.06  -0.14
C -1.17 0.88 -0.44  -0.22
C -1.48 -0.38 -1.04  -0.19
C 0.58 0.24 1.23  -0.20
C 0.33 -1.26 1.10  -0.23
N 0.58 -1.78 -0.31  -0.03
O 2.12 2.22 0.34  0.00
H 1.18 2.35 -1.49  0.15
H -1.32 1.75 -1.15  0.13
H -1.72 0.96 0.55  0.14
H -1.44 -1.33 -0.37  0.08
H -0.86 -0.78 -1.84  0.06
H -2.63 -0.56 -1.46  0.14
H 1.71 0.60 1.35  0.14
H 0.10 0.72 2.16  0.14
H 1.02 -1.85 1.85  0.15
H -0.66 -1.33 1.44  0.06
H 1.44 -2.22 -0.28  0.02
H 0.68 -1.11 -1.13  0.09